Entry 1:
{
  "formula": "C3H6N2O",
  "method": "ωB97M-V with the def2-TZVPD basis set",
  "elements": ["C", "C", "N", "C", "N", "O", "H", "H", "H", "H", "H", "H"],
  "positions_angstrom": [[0.937, -1.458, 0.846], [-0.276, -0.573, 0.896], [-0.328, 2.013, -1.174], [-1.222, 0.201, -1.189], [-1.041, -0.604, -0.310], [-0.641, 0.076, 1.836], [-0.543, 2.397, -0.257], [0.673, 1.847, -1.247], [-1.258, 1.126, -1.866], [0.642, -2.481, 0.604], [1.609, -1.116, 0.055], [1.447, -1.428, 1.806]],
  "de_lowest_kj_mol": 446.6,
  "multiplicity": 1,
  "mol_weight_da": 86.09,
  "charge": 0,
  "lumo_ev": [0.707, 0.707],
  "max_force_ev_per_a": 0.51,
  "homo_energy_ev": [-8.7, -8.7],
  "homo_lumo_gap_ev": [9.43, 9.43]
}

---

Entry 2:
{
  "formula": "C3H6N2O",
  "method": "ωB97M-V with the def2-TZVPD basis set",
  "elements": ["C", "C", "C", "N", "N", "O", "H", "H", "H", "H", "H", "H"],
  "positions_angstrom": [[0.701, 0.103, 0.059], [-2.262, 0.096, 0.040], [2.112, 0.447, -0.174], [0.136, -0.832, -0.521], [-1.557, -1.052, -0.021], [-1.930, 1.260, -0.263], [0.308, 0.518, 0.907], [-3.289, -0.264, 0.279], [2.068, 1.098, -1.140], [2.638, -0.612, -0.490], [2.580, 0.955, 0.669], [-1.506, -1.715, 0.654]],
  "de_lowest_kj_mol": 392.4,
  "multiplicity": 1,
  "mol_weight_da": 86.09,
  "charge": 0,
  "lumo_ev": 0.778,
  "max_force_ev_per_a": 7.40,
  "homo_energy_ev": -9.8,
  "homo_lumo_gap_ev": 10.53
}

---

no.,calculated total energy (Ha)
1,-302.5230
2,-302.5437